Molecular formula: C12H28BLiO3
Method: DFT, ωB97M-V/def2-TZVPD

Computed properties:
Net charge: +1
Orbital gap (spin up / spin down) in eV: 11.35 / 4.27
LUMO level (spin up / spin down) in Eh: -0.07615 / -0.33554
HOMO (spin up / spin down) in hartree: -0.4933 / -0.4924
Expectation value of S²: 0.753
Multiplicity: 2

Element x y z (Å)
Li -0.9694 0.0874 0.1790
B -2.8424 0.5025 0.7763
H -3.8412 0.8520 0.9870
H -2.8804 -0.5547 0.5636
H -2.4226 1.0688 -0.0406
H -2.2027 0.5982 1.6400
C -0.3565 -3.6632 -1.6220
C -1.3388 -2.9655 -2.5713
C -1.3165 -1.5089 -2.0708
O -0.4865 -1.4475 -0.8630
C 0.4549 -2.4909 -1.0611
H 0.3613 -4.2748 -2.1686
H -0.7440 -4.3029 -0.8291
H -2.2915 -3.4852 -2.4695
H -1.0291 -3.0607 -3.6120
H -2.2901 -1.0646 -1.8638
H -0.8011 -0.9091 -2.8209
H 0.8616 -2.6775 -0.0672
H 1.3192 -2.2623 -1.6846
C 1.0163 3.1174 -2.1189
C 2.0660 2.3145 -1.4432
C 1.4477 0.9446 -1.4284
O 0.1476 1.3058 -0.9855
C -0.2474 2.6583 -1.3485
H 0.9644 2.9431 -3.1936
H 1.2250 4.1642 -1.8983
H 2.3120 2.7747 -0.4862
H 2.9382 2.3407 -2.0964
H 1.8913 0.1853 -0.7844
H 1.3539 0.4360 -2.3879
H -0.3283 3.3815 -0.5370
H -1.0880 2.7409 -2.0375
C 0.6221 -0.3701 3.9796
C 0.6916 1.1135 3.6469
C 1.1667 1.0659 2.2216
O 0.4547 -0.0338 1.6762
C 0.1801 -1.0408 2.6579
H 0.0307 -0.5372 4.8799
H 1.6427 -0.6419 4.2491
H 1.4209 1.6642 4.2410
H -0.3319 1.4723 3.7560
H 2.2315 0.8335 2.2107
H 1.0577 1.9771 1.6336
H 0.8139 -1.9043 2.4561
H -0.8633 -1.3466 2.7356

Atomic forces in eV per Å
2.07 -0.08 -0.31
-1.83 2.72 -1.13
-4.21 0.50 -0.56
-0.71 -5.27 1.00
1.32 3.20 -2.28
4.36 -0.98 3.19
1.77 0.13 -0.30
-0.36 -0.64 0.92
0.32 0.25 -0.36
-0.93 -0.16 -1.32
0.08 -1.04 1.65
-0.20 -0.26 -0.12
-0.50 0.35 -0.11
-0.23 0.46 -0.13
0.04 0.21 0.13
0.00 -0.08 0.11
-0.14 0.26 -0.05
0.09 -0.24 0.00
-0.27 0.62 -0.44
-0.89 1.17 0.50
1.96 -0.45 -1.66
-0.05 0.38 0.45
-2.88 -0.34 1.29
2.17 0.48 -1.74
-0.03 -0.01 0.08
-0.24 0.16 -0.52
0.00 -0.58 0.22
0.42 -0.05 0.36
-0.17 0.32 0.54
0.24 0.43 -0.48
-0.44 -0.76 0.63
-0.37 -0.65 0.47
0.95 0.09 0.65
-0.16 -0.05 0.06
0.21 0.09 0.52
-1.35 -0.32 -1.62
1.05 0.43 1.66
-0.28 -0.30 -0.35
0.01 -0.51 -0.11
-0.41 0.02 0.31
0.15 0.75 -0.20
0.25 -0.14 -0.02
-0.51 -0.23 -0.17
-0.20 -0.11 -0.15
-0.12 0.22 -0.64

Molecular formula: C12H28BrF7InN3O4P3S
Method: DFT, ωB97M-V/def2-TZVPD

Computed properties:
Net charge: -1
Orbital gap in eV: 6.20
LUMO level in Eh: 0.02961
HOMO in hartree: -0.1982
Multiplicity: 1

Element x y z (Å)
C 2.2357 1.8561 -1.6971
C 1.0699 1.5918 -2.7931
C 0.3079 2.9812 -3.0023
Br 0.1507 3.3569 -4.9851
In -1.7938 3.0107 -2.1573
S -3.3513 2.7916 -4.0887
P -2.1999 1.0846 -0.4911
P -3.3355 -0.5025 -1.4496
O -3.9309 -1.4307 -0.3695
O -2.3157 -1.3462 -2.5348
O -4.6665 0.1025 -2.3284
C -2.0052 4.9152 -0.9477
F -0.6979 5.1809 -0.3949
F -2.8523 4.6769 0.1605
C -2.3976 6.2317 -1.7524
F -1.2990 6.6849 -2.5031
F -2.6147 7.2501 -0.7670
C -3.7517 6.1515 -2.5922
F -4.4247 7.3818 -2.3981
F -3.4433 6.1104 -3.9437
F -4.6365 5.1760 -2.1772
H 2.2530 0.9843 -0.9676
H 2.0376 2.8092 -1.1068
H 3.2475 1.9225 -2.2007
H 1.6237 1.3627 -3.7677
H 0.3924 0.7295 -2.5090
H 0.8739 3.8603 -2.5730
H -4.6665 2.9829 -3.7130
H -0.8895 0.6002 -0.0995
H -2.9275 -1.8851 -3.0815
H -4.3501 0.1306 -3.2614
O 2.4537 -1.1478 0.9426
P 2.3902 -2.5507 1.5786
N 0.7183 -2.7368 1.2114
C -0.3648 -3.2107 2.0479
C 0.4173 -2.9734 -0.2027
N 2.6363 -1.8888 3.1829
C 1.5499 -1.6288 4.1177
C 3.4725 -0.6720 3.2158
N 2.4520 -4.1799 2.2532
C 2.3135 -5.2953 1.3236
C 2.4117 -4.6091 3.6348
H -0.3082 -4.2849 2.2668
H -1.3370 -3.0427 1.5721
H -0.4475 -2.6672 2.9852
H 0.7055 -3.9831 -0.5153
H 0.9543 -2.2628 -0.8367
H -0.6436 -2.8433 -0.4330
H 0.8239 -0.9097 3.7144
H 1.9355 -1.2229 5.0580
H 1.0322 -2.5360 4.4214
H 2.9035 0.2219 2.9257
H 4.3332 -0.7723 2.5516
H 3.8708 -0.5064 4.2229
H 1.2648 -5.5717 1.1771
H 2.8416 -6.1887 1.6688
H 2.7436 -5.0398 0.3518
H 1.3902 -4.6165 4.0247
H 3.0493 -4.0035 4.2796
H 2.7948 -5.6295 3.7519

Atomic forces in eV per Å
-0.64 -0.77 0.20
1.40 1.39 -0.19
-0.08 -0.57 0.25
0.13 0.01 0.66
0.45 -0.38 -0.35
-0.71 -0.07 -0.16
-0.14 0.80 0.27
-1.49 -2.62 1.83
1.56 1.91 -2.66
-2.27 1.06 0.50
2.96 -1.12 0.05
0.77 -0.25 -0.01
-1.89 -0.04 -0.56
0.91 1.08 -1.47
0.84 1.01 2.62
-2.38 -1.15 0.92
0.29 -1.35 -1.63
-0.67 1.95 -0.80
0.96 -2.29 -0.54
-0.98 -0.51 2.52
1.99 1.62 -1.05
0.18 1.10 -0.77
0.27 -1.23 -0.73
-1.19 0.05 0.60
-1.01 0.00 1.29
0.74 1.12 -0.34
-0.44 -1.12 -0.76
1.10 -0.11 0.21
-0.78 -0.35 -0.71
0.61 0.05 0.32
-0.41 0.66 0.54
3.00 -2.35 -2.50
-5.42 3.00 5.25
-1.05 -0.12 -1.39
0.14 -0.57 0.47
0.27 0.50 -0.37
0.87 0.37 1.01
-0.31 -0.54 0.00
0.19 -0.20 -0.39
1.44 -0.19 -1.69
-0.11 0.13 -0.39
0.99 0.06 0.63
-0.06 -0.15 0.13
0.34 0.05 -0.32
0.28 -0.06 0.05
-0.14 -0.13 -0.13
0.09 -0.02 0.11
0.07 0.05 0.26
-0.04 -0.03 0.04
0.23 0.11 -0.19
-0.15 -0.04 -0.20
0.14 -0.08 -0.05
-0.18 0.10 0.00
-0.19 -0.24 0.04
-0.06 -0.03 -0.01
0.07 0.17 0.10
-0.16 -0.04 0.02
-0.05 0.15 -0.07
-0.28 0.22 -0.12
-0.01 0.00 -0.35

Molecular formula: C12H28ClLi2O8
Method: DFT, ωB97M-V/def2-TZVPD

Computed properties:
Net charge: +1
Orbital gap in eV: 5.43
LUMO level in Eh: -0.18490
HOMO in hartree: -0.3845
Multiplicity: 1

Element x y z (Å)
Li 4.2370 0.9840 4.8590
Li 4.1260 2.5104 -4.3745
Cl 2.9868 0.7585 -0.4916
O 4.3086 0.6973 -1.1142
O 3.1390 1.4036 0.7997
O 2.2933 1.7801 -1.3011
O 2.3214 -0.4988 -0.5226
C -1.0949 9.7152 3.1411
C -1.0134 8.4490 2.3170
C 0.1992 7.7390 2.8784
O 1.0073 8.8002 3.3000
C 0.3703 10.0757 3.3318
H -1.7523 9.7938 4.0069
H -1.5058 10.5141 2.5238
H -0.7684 8.7156 1.2888
H -1.9114 7.8317 2.3402
H 0.5599 6.9764 2.1882
H -0.1721 7.2160 3.7597
H 0.7498 10.7394 2.5550
H 0.4975 10.4274 4.3557
C -2.5908 -7.1551 -2.0825
C -2.7658 -7.1955 -3.5923
C -2.1211 -5.9119 -4.0898
O -2.3292 -5.0235 -2.9881
C -2.3080 -5.7017 -1.7737
H -1.7474 -7.7045 -1.6642
H -3.5195 -7.4846 -1.6167
H -3.8222 -7.1879 -3.8609
H -2.3411 -8.1249 -3.9718
H -2.4145 -5.5091 -5.0592
H -1.0746 -6.1256 -4.3073
H -2.9227 -5.2997 -0.9684
H -1.2929 -5.6137 -1.3863
C -3.3690 3.2107 -1.1397
C -3.1694 2.2313 0.0264
O -3.4243 0.9054 -0.3311
H -3.2661 4.2140 -0.7264
H -4.4129 3.2308 -1.4528
H -2.6914 3.0552 -1.9792
H -3.7530 2.3989 0.9316
H -2.1790 2.2823 0.4789
H -3.4963 0.4763 0.5247
C 5.1459 -7.9007 0.7329
C 4.5241 -6.6129 0.2575
O 4.0678 -5.8342 1.3265
H 6.0617 -8.0783 0.1690
H 4.4400 -8.7160 0.5748
H 5.4785 -7.8475 1.7696
H 3.6652 -6.8028 -0.3862
H 5.1388 -5.8282 -0.1835
H 3.9114 -4.9754 0.9270

Atomic forces in eV per Å
-0.10 0.00 -0.33
-0.24 -0.28 0.64
1.01 3.97 -2.26
0.14 -1.12 0.36
-0.20 -1.51 0.96
-0.66 -1.04 -0.09
0.05 -0.03 0.72
-0.69 1.85 -1.34
-0.42 -0.38 -0.31
-2.19 0.37 0.84
2.56 -0.36 -0.28
-0.92 -1.49 1.10
0.45 -0.86 0.37
-0.28 0.03 -0.25
-0.31 0.08 -0.17
-0.01 0.07 -0.12
0.93 0.51 -0.08
0.29 -0.42 0.35
0.15 0.00 0.16
0.44 0.60 -0.27
-0.52 -0.09 0.63
-0.24 -0.63 -0.58
0.61 -0.78 0.69
-0.54 1.56 -1.49
1.20 -0.38 0.50
-0.21 -0.56 -0.43
0.19 -0.16 0.20
-0.06 -0.06 0.14
0.08 0.18 -0.38
-0.95 0.30 0.45
0.67 0.20 0.66
-0.53 0.49 -0.62
0.32 -0.07 0.22
-0.57 0.08 1.32
0.45 0.53 0.45
-0.19 -0.81 -0.36
0.54 0.15 -0.11
0.03 -0.52 -0.32
-0.08 -0.10 0.18
-0.82 0.98 -0.29
0.71 0.32 -0.60
-0.08 -0.64 -0.28
0.55 0.15 -0.41
-0.19 0.96 -0.33
-1.05 0.53 1.86
-0.11 -0.31 -0.20
0.26 -0.10 0.24
-0.35 0.11 0.07
0.13 -0.26 -0.44
1.03 -1.21 -1.24
-0.28 0.16 0.45

Number 1: electronic energy -731.6990 a.u.. Number 2: electronic energy -5824.7310 a.u.. Number 3: electronic energy -1550.5290 a.u..